[1]
The following is a DFT calculation (wB97M-V/def2-TZVPD) of a structure of composition C48H123F4HgN9O28S4.

Properties
- multiplicity = 2
- electronic energy (eV) = -180880.6701
- LUMO energy (alpha / beta) (eV) = 1.793 / 1.773
- orbital gap (alpha / beta) (eV) = 4.623 / 8.527
- charge = -1

Element x y z (Å)
1 Hg -1.890 1.387 2.931
2 N -1.140 3.313 3.779
3 S 0.050 4.279 3.619
4 O 1.068 4.478 4.638
5 O -0.072 5.319 2.618
6 F 0.865 3.156 2.723
7 S -1.857 4.323 4.989
8 O -2.173 5.702 4.570
9 O -1.557 4.062 6.407
10 F -3.349 3.827 4.951
11 N -1.577 0.665 0.880
12 S -0.871 1.588 -0.349
13 O -1.695 1.849 -1.546
14 O 0.563 1.509 -0.439
15 F -1.078 2.972 0.490
16 S -1.666 -0.590 0.015
17 O -0.440 -1.288 -0.310
18 O -2.673 -0.648 -1.038
19 F -2.264 -1.507 1.218
20 C 1.107 -0.303 2.640
21 C 1.682 -1.756 2.540
22 O 2.287 -2.160 3.739
23 O -0.059 -0.071 3.414
24 H 0.776 0.049 1.664
25 H 1.834 0.410 3.031
26 H 2.419 -1.725 1.738
27 H 0.968 -2.554 2.335
28 H 3.105 -2.547 3.418
29 H 0.057 -0.461 4.284
30 C -6.092 -3.479 -1.071
31 C -5.291 -2.357 -0.306
32 O -6.126 -1.274 0.064
33 O -6.916 -4.176 -0.248
34 H -5.333 -4.069 -1.586
35 H -6.547 -2.937 -1.900
36 H -4.441 -1.998 -0.886
37 H -4.778 -2.837 0.527
38 H -6.262 -0.770 -0.742
39 H -7.467 -3.591 0.276
40 C -4.424 0.475 -3.270
41 C -5.030 1.193 -2.074
42 O -6.403 0.889 -2.003
43 O -3.244 1.053 -3.661
44 H -5.174 0.512 -4.061
45 H -4.235 -0.588 -3.121
46 H -4.889 2.274 -2.073
47 H -4.451 0.938 -1.186
48 H -6.851 1.499 -1.412
49 H -2.644 0.838 -2.943
50 C 11.636 2.763 -5.318
51 O 10.350 2.316 -5.749
52 C 9.549 1.829 -4.653
53 C 8.180 1.288 -5.073
54 N 7.205 1.145 -3.969
55 C 6.871 2.398 -3.182
56 C 5.595 2.058 -2.414
57 O 4.538 1.874 -3.335
58 C 3.268 1.399 -2.908
59 H 12.169 1.882 -4.960
60 H 11.745 3.561 -4.584
61 H 12.225 3.131 -6.158
62 H 9.507 2.651 -3.938
63 H 9.945 1.044 -4.008
64 H 8.370 0.280 -5.442
65 H 7.672 1.860 -5.851
66 H 6.328 0.710 -4.220
67 H 6.627 3.192 -3.887
68 H 7.669 2.753 -2.529
69 H 5.305 2.917 -1.809
70 H 5.784 1.129 -1.877
71 H 3.329 0.408 -2.458
72 H 2.597 1.362 -3.767
73 H 2.693 2.086 -2.286
74 C 7.694 -2.667 -4.067
75 O 6.298 -2.695 -4.403
76 C 6.109 -2.730 -5.829
77 C 4.652 -3.229 -6.194
78 N 3.657 -2.241 -5.830
79 C 2.334 -2.931 -5.865
80 C 1.232 -1.979 -5.342
81 O 1.542 -1.749 -4.004
82 C 0.798 -0.745 -3.352
83 H 8.159 -3.649 -4.158
84 H 7.768 -2.340 -3.030
85 H 8.278 -1.994 -4.695
86 H 6.753 -3.518 -6.219
87 H 6.173 -1.763 -6.328
88 H 4.553 -4.231 -5.774
89 H 4.610 -3.307 -7.280
90 H 3.786 -1.956 -4.870
91 H 2.455 -3.655 -5.059
92 H 2.080 -3.456 -6.786
93 H 0.223 -2.373 -5.461
94 H 1.308 -1.112 -5.999
95 H 0.846 0.140 -3.986
96 H 1.198 -0.537 -2.360
97 H -0.228 -1.032 -3.123
98 C -7.963 -2.185 6.475
99 O -6.861 -2.659 5.670
100 C -7.019 -2.293 4.298
101 C -5.877 -2.995 3.535
102 N -4.537 -2.706 4.050
103 C -3.516 -3.611 3.521
104 C -2.139 -3.174 3.989
105 O -1.822 -3.685 5.313
106 C -0.561 -3.489 5.852
107 H -7.741 -2.122 7.540
108 H -8.762 -2.925 6.524
109 H -8.442 -1.277 6.108
110 H -7.015 -1.229 4.061
111 H -7.926 -2.700 3.852
112 H -5.941 -2.717 2.483
113 H -6.100 -4.056 3.646
114 H -4.621 -2.834 5.049
115 H -3.572 -3.528 2.435
116 H -3.615 -4.591 3.986
117 H -2.078 -2.087 3.932
118 H -1.456 -3.660 3.291
119 H -0.463 -2.526 6.354
120 H 0.057 -3.565 4.957
121 H -0.273 -4.326 6.489
122 C 2.908 -3.252 -0.378
123 O 4.241 -2.883 -0.020
124 C 4.746 -1.781 -0.796
125 C 6.072 -1.269 -0.144
126 N 5.958 -0.883 1.265
127 C 5.081 0.296 1.639
128 C 5.165 0.521 3.198
129 O 6.428 1.076 3.660
130 C 6.405 1.399 5.009
131 H 2.437 -3.796 0.441
132 H 2.821 -3.978 -1.186
133 H 2.153 -2.475 -0.498
134 H 3.973 -1.013 -0.790
135 H 4.949 -1.976 -1.849
136 H 6.527 -0.490 -0.756
137 H 6.900 -1.977 -0.119
138 H 5.766 -1.674 1.863
139 H 4.087 0.020 1.288
140 H 5.354 1.240 1.168
141 H 5.146 -0.465 3.663
142 H 4.302 1.079 3.560
143 H 5.662 2.183 5.156
144 H 7.322 1.705 5.513
145 H 6.024 0.520 5.529
146 C -1.108 0.615 6.492
147 O -2.057 0.659 5.406
148 C -3.328 0.305 5.754
149 C -4.333 0.574 4.702
150 N -3.891 0.035 3.395
151 C -4.929 0.268 2.350
152 C -5.033 1.724 1.923
153 O -3.835 2.403 2.117
154 C -3.952 3.780 1.799
155 H -1.493 1.207 7.322
156 H -0.219 1.159 6.171
157 H -0.914 -0.394 6.854
158 H -3.699 0.872 6.608
159 H -3.253 -0.766 5.942
160 H -4.646 1.600 4.509
161 H -5.207 0.024 5.049
162 H -4.040 -0.946 3.585
163 H -5.915 -0.163 2.526
164 H -4.432 -0.277 1.548
165 H -5.824 2.234 2.473
166 H -5.343 1.857 0.886
167 H -3.021 4.224 2.152
168 H -4.656 4.400 2.354
169 H -3.906 3.949 0.723
170 C -2.820 4.960 -2.214
171 O -2.573 6.362 -2.439
172 C -2.926 6.791 -3.697
173 C -2.653 8.319 -3.832
174 N -1.198 8.449 -3.757
175 C -0.724 9.872 -3.902
176 C 0.807 9.951 -3.679
177 O 1.212 9.412 -2.428
178 C 2.658 9.391 -2.327
179 H -2.153 4.595 -1.434
180 H -2.500 4.299 -3.020
181 H -3.881 4.763 -2.061
182 H -3.997 6.669 -3.861
183 H -2.311 6.246 -4.413
184 H -3.181 8.820 -3.022
185 H -3.019 8.663 -4.800
186 H -0.911 8.277 -2.804
187 H -1.203 10.606 -3.253
188 H -0.943 10.128 -4.939
189 H 1.134 10.982 -3.811
190 H 1.277 9.451 -4.527
191 H 3.011 8.761 -1.511
192 H 3.063 10.402 -2.279
193 H 3.063 8.971 -3.249
194 C -3.662 -8.259 3.820
195 O -2.935 -7.423 2.896
196 C -3.648 -7.077 1.694
197 C -2.946 -6.069 0.829
198 N -1.577 -6.521 0.483
199 C -0.706 -5.404 0.117
200 C -1.103 -4.710 -1.249
201 O -2.250 -3.846 -1.160
202 C -2.636 -3.430 -2.461
203 H -2.950 -8.709 4.511
204 H -4.290 -9.039 3.390
205 H -4.322 -7.649 4.437
206 H -4.648 -6.772 2.005
207 H -3.819 -8.008 1.155
208 H -2.943 -5.115 1.357
209 H -3.543 -5.872 -0.062
210 H -1.335 -6.949 1.366
211 H 0.345 -5.691 0.082
212 H -0.764 -4.669 0.920
213 H -1.204 -5.520 -1.971
214 H -0.330 -4.125 -1.746
215 H -3.403 -4.134 -2.784
216 H -1.889 -3.403 -3.254
217 H -3.081 -2.435 -2.471



[2]
The following is a DFT calculation (wB97M-V/def2-TZVPD) of a structure of composition C43H35GeNO2P2S2V.

Properties
- multiplicity = 2
- electronic energy (eV) = -173180.1232
- LUMO energy (alpha / beta) (eV) = -6.954 / -8.452
- orbital gap (alpha / beta) (eV) = 6.719 / 5.220
- charge = +2

Element x y z (Å)
1 V 0.173 -0.694 0.313
2 S 0.880 1.224 -0.861
3 P -1.056 1.768 -0.501
4 C -1.405 0.366 0.523
5 P -2.708 -0.803 0.348
6 S -1.502 -1.930 -0.860
7 C -4.207 -0.274 -0.441
8 C -5.127 0.457 0.320
9 C -6.269 0.951 -0.288
10 C -6.494 0.707 -1.639
11 C -5.585 -0.028 -2.388
12 C -4.430 -0.517 -1.794
13 C -3.105 -1.516 1.923
14 C -4.249 -2.316 2.015
15 C -4.587 -2.886 3.231
16 C -3.795 -2.652 4.349
17 C -2.662 -1.856 4.259
18 C -2.309 -1.284 3.046
19 C -1.976 1.917 -2.009
20 C -3.000 2.862 -2.088
21 C -3.720 2.984 -3.266
22 C -3.417 2.173 -4.352
23 C -2.394 1.231 -4.272
24 C -1.669 1.098 -3.100
25 C -1.259 3.222 0.506
26 C -0.356 4.278 0.398
27 C -0.517 5.390 1.209
28 C -1.563 5.440 2.123
29 C -2.461 4.386 2.231
30 C -2.310 3.268 1.424
31 H -4.963 0.614 1.381
32 H -6.991 1.512 0.292
33 H -7.394 1.086 -2.109
34 H -5.774 -0.224 -3.437
35 H -3.717 -1.087 -2.376
36 H -4.867 -2.495 1.142
37 H -5.470 -3.508 3.308
38 H -4.067 -3.091 5.301
39 H -2.053 -1.676 5.135
40 H -1.428 -0.663 2.987
41 H -3.222 3.505 -1.245
42 H -4.509 3.722 -3.341
43 H -3.973 2.283 -5.275
44 H -2.157 0.612 -5.128
45 H -0.861 0.382 -3.038
46 H 0.463 4.233 -0.310
47 H 0.176 6.219 1.132
48 H -1.676 6.308 2.761
49 H -3.272 4.434 2.945
50 H -3.008 2.442 1.505
51 C 4.217 1.791 -3.452
52 C 4.837 1.985 -2.225
53 C 4.718 1.023 -1.227
54 C 3.977 -0.137 -1.464
55 C 3.354 -0.326 -2.703
56 C 3.474 0.639 -3.692
57 Ge 3.859 -1.456 -0.103
58 C 4.222 -3.254 -0.520
59 C 4.021 -4.259 0.431
60 C 4.275 -5.580 0.098
61 C 4.732 -5.897 -1.177
62 C 4.936 -4.900 -2.123
63 C 4.681 -3.575 -1.799
64 C 4.146 -0.830 1.661
65 C 4.992 -1.549 2.507
66 C 5.266 -1.070 3.783
67 C 4.683 0.111 4.217
68 C 3.837 0.829 3.378
69 C 3.572 0.365 2.100
70 H 4.319 2.537 -4.230
71 H 5.419 2.881 -2.045
72 H 5.210 1.177 -0.273
73 H 2.773 -1.222 -2.895
74 H 3.000 0.490 -4.655
75 H 3.659 -4.020 1.425
76 H 4.123 -6.361 0.832
77 H 4.931 -6.930 -1.434
78 H 5.301 -5.154 -3.111
79 H 4.857 -2.799 -2.535
80 H 5.453 -2.470 2.171
81 H 5.936 -1.618 4.433
82 H 4.889 0.477 5.215
83 H 3.392 1.756 3.720
84 H 2.930 0.942 1.444
85 O 1.753 -1.625 -0.288
86 N 1.090 -2.251 0.788
87 O 1.007 -1.290 1.769



[3]
The following is a DFT calculation (wB97M-V/def2-TZVPD) of a cluster of 14 separate species, C6H36O13 in total.

Properties
- multiplicity = 2
- electronic energy (eV) = -33410.7827
- LUMO energy (alpha / beta) (eV) = -4.365 / -8.479
- orbital gap (alpha / beta) (eV) = 8.865 / 4.750
- charge = +1

Element x y z (Å)
1 C 0.539 -4.278 -0.400
2 C 0.820 -2.779 -0.022
3 C 0.280 -2.569 1.313
4 C -0.361 -1.455 1.705
5 C -0.834 -1.328 3.050
6 C -0.414 -0.556 3.986
7 H 0.741 -4.814 0.528
8 H 1.033 -4.697 -1.213
9 H -0.603 -4.520 -0.295
10 H 0.393 -1.986 -0.772
11 H 1.903 -2.466 -0.284
12 H 0.569 -3.166 2.098
13 H -0.716 -0.744 0.860
14 H -1.799 -1.868 3.231
15 H 0.306 0.252 3.984
16 H -0.820 -0.641 4.989
17 H -3.664 0.131 1.863
18 H -3.969 -1.371 2.106
19 O -3.868 -0.561 2.621
20 H 1.733 3.598 0.231
21 H 3.089 2.982 0.340
22 O 2.653 3.869 0.208
23 H -2.589 -0.666 -2.455
24 H -3.740 0.237 -2.521
25 O -3.365 -0.478 -2.029
26 H -0.665 -0.810 -3.598
27 H 0.641 -1.489 -4.009
28 O -0.273 -1.440 -4.200
29 H -2.003 2.588 1.196
30 H -1.392 2.491 -0.240
31 O -1.423 3.108 0.523
32 H 2.905 -1.260 -1.383
33 H 3.951 -1.675 -2.218
34 O 3.052 -1.403 -2.269
35 H 1.152 2.059 1.733
36 H -0.238 1.759 1.017
37 O 0.743 1.472 1.083
38 H -1.051 4.055 -2.269
39 H -0.088 2.862 -1.991
40 O -1.006 3.167 -2.150
41 H 1.826 -0.236 3.082
42 H 1.819 0.512 1.883
43 O 2.340 -0.167 2.265
44 H 1.329 1.445 -0.369
45 H 1.915 1.900 -1.782
46 O 1.152 1.539 -1.409
47 H -0.429 0.399 -2.157
48 H -1.252 1.472 -2.848
49 O -1.151 0.567 -2.621
50 H -3.598 1.805 -0.322
51 H -2.803 0.619 -0.792
52 O -3.064 1.100 0.058
53 H 4.533 -0.402 1.385
54 H 3.274 -1.190 1.247
55 O 3.976 -0.696 0.665